## P
Formula: H21O11
Source: OMol25
Level of theory: ωB97M-V/def2-TZVPD

```
! RIJCOSX wB97M-V def2-TZVPD def2/J DEFGRID3
* xyz -1 1
O -1.13 -0.97 2.20
H -1.94 -0.43 2.16
H -1.00 -1.16 1.24
O 3.14 3.32 -0.32
H 2.42 3.84 0.04
H 3.05 2.47 0.13
O -2.40 -3.84 -1.29
H -2.23 -3.59 -2.20
H -1.75 -3.33 -0.78
O -0.49 -1.92 -0.32
H -0.36 -1.06 -0.78
H 0.36 -2.34 -0.22
O 0.47 -1.55 -3.40
H 0.62 -0.91 -2.65
H -0.35 -2.02 -3.19
O -1.49 1.75 -1.85
H -1.74 1.07 -2.48
H -2.15 0.98 -0.36
O -2.71 0.54 0.32
H -3.58 0.93 0.20
O 0.70 0.25 -1.37
H -0.61 1.47 -1.53
H 1.65 0.44 -1.40
O 0.69 1.33 0.90
H 0.61 0.85 -0.04
H -0.14 1.14 1.36
O 2.37 1.83 3.19
H 1.70 1.78 2.47
H 2.56 0.89 3.29
O 1.61 -0.71 2.38
H 0.71 -0.99 2.59
H 1.39 -0.04 1.70
*
```

HOMO-LUMO gap (eV): 9.90

## Q
Formula: H21O11
Source: OMol25
Level of theory: ωB97M-V/def2-TZVPD

```
! RIJCOSX wB97M-V def2-TZVPD def2/J DEFGRID3
* xyz -1 1
O 50.62 3.42 54.09
H 49.86 4.18 54.03
O 51.51 1.57 55.64
H 51.19 2.24 54.97
H 50.64 1.02 55.65
O 48.85 1.62 53.03
H 49.47 2.15 53.41
H 49.31 0.85 53.08
O 50.92 0.32 53.44
H 51.19 0.74 54.24
H 51.02 -0.56 53.73
O 51.94 4.16 51.96
H 52.84 4.58 52.28
H 51.38 3.90 52.65
O 53.59 1.88 52.52
H 53.66 1.65 53.51
H 52.87 2.43 52.57
O 47.54 4.78 54.79
H 47.97 4.74 55.54
H 47.29 5.72 54.86
O 52.77 4.75 55.13
H 51.99 4.38 54.90
H 52.80 5.19 55.95
O 51.02 6.87 51.95
H 51.23 6.03 52.16
H 51.06 7.42 52.80
O 48.04 4.43 52.09
H 48.56 3.64 52.21
H 47.80 4.73 52.91
O 49.54 4.27 56.32
H 49.30 3.38 56.82
H 50.00 3.93 55.54
*
```

HOMO-LUMO gap (eV): 9.63

Stability summary: most stable P, least stable Q.

## P
Formula: C5H11P
Source: OMol25
Level of theory: ωB97M-V/def2-TZVPD

```
! RIJCOSX wB97M-V def2-TZVPD def2/J DEFGRID3
* xyz 0 1
C -0.37 1.02 0.75
C 0.18 0.01 -0.20
C -1.73 -1.66 -0.41
C 2.38 1.54 0.31
C -0.82 -0.59 -1.09
P 0.78 1.70 -0.60
H -1.50 1.32 0.70
H -0.03 1.02 1.80
H 1.03 -0.53 0.17
H -2.60 -1.23 -0.06
H -1.10 -2.05 0.38
H -1.85 -2.34 -1.23
H 3.21 1.84 -0.31
H 2.60 0.54 0.62
H 2.53 2.23 1.25
H -1.58 0.12 -1.58
H -0.20 -0.99 -1.84
*
```

SMILES: CC[C@@H]1CP1C
HOMO-LUMO gap (eV): 10.25

## Q
Formula: C5H11P
Source: OMol25
Level of theory: ωB97M-V/def2-TZVPD

```
! RIJCOSX wB97M-V def2-TZVPD def2/J DEFGRID3
* xyz 0 1
C 0.96 1.97 0.53
C 0.87 1.31 -0.87
C 0.50 0.50 0.35
C -2.28 0.11 0.36
C 0.40 -2.07 -0.42
P 1.37 -0.93 0.58
H 1.95 2.13 0.94
H 0.00 2.60 0.58
H 0.01 1.69 -1.50
H 1.73 1.05 -1.47
H -2.72 -0.46 1.17
H -2.25 -0.44 -0.57
H -2.30 1.07 0.11
H -0.59 -1.76 -0.42
H 0.54 -3.11 0.12
H 1.05 -2.34 -1.33
H 0.79 -1.33 1.82
*
```

HOMO-LUMO gap (alpha / beta) (eV): 8.53 / 7.82

Stability summary: most stable P, least stable Q.

## P
Formula: C4H13NO2
Source: OMol25
Level of theory: ωB97M-V/def2-TZVPD

```
! RIJCOSX wB97M-V def2-TZVPD def2/J DEFGRID3
* xyz -1 2
C 0.41 0.30 -0.38
N 1.24 1.33 -0.89
C -3.02 1.08 -0.08
C -2.15 -1.25 0.54
C -2.82 -0.25 -0.31
H 0.18 -0.60 -1.04
H 0.90 -0.01 0.56
H -0.63 0.74 -0.14
H 2.06 1.37 -0.35
H -2.59 1.58 0.80
H -3.99 1.39 -0.65
H -1.54 -0.99 1.33
H -2.42 -2.26 0.34
H -3.30 -0.66 -1.24
H 3.28 -2.29 0.20
H 2.98 -0.76 0.71
O 2.52 -1.62 0.46
H 4.03 0.84 1.38
H 1.28 1.56 -1.81
O 3.58 0.50 0.60
*
```

<S²>: 0.791
HOMO-LUMO gap (alpha / beta) (eV): 7.19 / 6.09

## Q
Formula: C4H13NO2
Source: OMol25
Level of theory: ωB97M-V/def2-TZVPD

```
! RIJCOSX wB97M-V def2-TZVPD def2/J DEFGRID3
* xyz -1 2
C 1.05 -0.73 -2.06
O 2.01 0.21 -2.55
C -0.09 -0.05 -1.30
C 0.36 0.73 -0.03
C 0.01 0.00 1.28
N 0.97 0.38 2.32
H 0.56 -1.19 -2.92
H 1.63 -1.49 -1.53
H 2.93 -0.04 -2.40
H -0.67 0.60 -1.96
H -0.80 -0.82 -1.00
H 1.45 0.71 -0.03
H 0.04 1.76 -0.22
H 0.11 -1.06 1.03
H -1.01 0.24 1.57
H 0.86 -0.26 3.11
H 0.78 1.31 2.64
H -3.59 -0.84 1.58
H -2.88 0.49 1.26
O -3.74 0.05 1.22
*
```

<S²>: 0.750
HOMO-LUMO gap (alpha / beta) (eV): 2.35 / 9.13

Stability summary: most stable Q, least stable P.

## P
Formula: C4H7N3O
Source: OMol25
Level of theory: ωB97M-V/def2-TZVPD

```
! RIJCOSX wB97M-V def2-TZVPD def2/J DEFGRID3
* xyz 0 1
C 0.82 0.16 -0.32
C 0.10 -0.67 1.11
N -1.95 0.78 -1.29
C 0.97 1.49 -0.50
C 0.22 -1.67 1.97
O 1.59 -0.72 -1.03
N -0.67 -0.41 0.02
N -1.76 0.25 -0.05
H 1.66 -1.55 -0.55
H -1.09 0.94 -1.83
H -2.64 1.51 -1.25
H 0.37 2.19 0.05
H 1.85 1.85 -1.00
H 1.05 -1.70 2.66
H -0.52 -2.46 2.02
*
```

HOMO-LUMO gap (alpha / beta) (eV): 7.47 / 7.48

## Q
Formula: C4H7N3O
Source: OMol25
Level of theory: ωB97M-V/def2-TZVPD

```
! RIJCOSX wB97M-V def2-TZVPD def2/J DEFGRID3
* xyz 0 1
C -0.28 1.91 0.29
C 0.06 0.43 -0.24
C 1.06 -1.26 0.72
C -0.95 -0.68 -0.35
H 1.73 1.26 0.41
H -0.78 1.87 1.38
H -0.80 2.58 -0.43
H 0.61 0.61 -1.28
H 1.83 -2.25 1.08
H -0.14 -3.02 0.04
H -2.55 -1.48 -1.67
N 1.27 -0.06 0.50
N -0.23 -1.65 0.47
N -1.86 -0.61 -1.28
O 1.04 2.36 0.36
*
```

HOMO-LUMO gap (eV): 8.28

Stability summary: most stable Q, least stable P.

## P
Formula: C4H7N3O
Source: OMol25
Level of theory: ωB97M-V/def2-TZVPD

```
! RIJCOSX wB97M-V def2-TZVPD def2/J DEFGRID3
* xyz 0 1
C -1.60 -0.44 1.25
C 0.87 -0.31 -0.39
N -0.57 1.78 -0.42
C -0.51 0.37 -0.70
C 1.45 -1.18 -1.21
O 1.47 0.23 0.71
N -1.47 -0.36 0.05
N -1.81 -0.78 2.40
H 2.33 -0.20 0.85
H -2.61 -0.53 2.94
H 0.01 2.30 -1.07
H -0.25 1.96 0.53
H -0.74 0.20 -1.76
H 0.96 -1.51 -2.11
H 2.46 -1.52 -1.06
*
```

SMILES: C=C(O)[C@H](N)N=C=N
HOMO-LUMO gap (eV): 9.79

## Q
Formula: C4H7N3O
Source: OMol25
Level of theory: ωB97M-V/def2-TZVPD

```
! RIJCOSX wB97M-V def2-TZVPD def2/J DEFGRID3
* xyz 0 1
C -1.40 -0.21 -0.14
C 0.04 -0.65 0.10
C 0.79 -0.01 1.24
C 2.23 -0.07 -0.72
H -2.37 1.59 -0.50
H -0.70 1.68 -0.53
H -3.24 -0.72 -0.37
H 0.19 -1.68 -0.19
H 1.48 -0.68 1.77
H 0.31 0.78 1.82
H 2.13 -0.22 -1.85
N -1.51 1.18 -0.14
N -2.30 -1.10 -0.23
N 1.06 0.28 -0.12
O 3.28 -0.18 -0.16
*
```

SMILES: [H]/N=C(\N)[C@@H]1CN1C=O
HOMO-LUMO gap (eV): 10.58

Stability summary: most stable Q, least stable P.

## P
Formula: C4H7N3O
Source: OMol25
Level of theory: ωB97M-V/def2-TZVPD

```
! RIJCOSX wB97M-V def2-TZVPD def2/J DEFGRID3
* xyz 0 1
C 1.13 -2.33 -1.19
C 0.92 -1.00 -1.43
C 0.96 -1.42 0.73
C -1.39 1.21 0.65
N 1.07 -2.60 0.13
N 0.81 -0.45 -0.20
N 0.81 0.90 0.19
O -0.42 1.44 -0.35
H 1.26 -3.22 -1.93
H 0.97 -0.46 -2.32
H 1.08 -1.16 1.73
H -1.90 2.16 0.86
H -0.94 0.68 1.56
H -2.18 0.56 0.31
H 1.59 1.32 -0.35
*
```

SMILES: CONn1ccnc1
HOMO-LUMO gap (eV): 9.85

## Q
Formula: C4H7N3O
Source: OMol25
Level of theory: ωB97M-V/def2-TZVPD

```
! RIJCOSX wB97M-V def2-TZVPD def2/J DEFGRID3
* xyz 0 1
C -0.99 -0.64 0.03
C -0.39 0.74 0.11
C 0.87 1.21 0.36
C 2.11 0.46 -0.06
H -0.40 -2.56 0.27
H 1.00 -1.43 0.17
H -2.46 -1.83 0.04
H -1.53 2.58 -0.49
H -2.35 0.96 -0.44
H 1.11 2.24 0.22
H 3.03 1.03 -0.05
N -0.09 -1.62 0.15
N -2.30 -0.77 -0.10
N -1.48 1.59 -0.09
O 2.39 -0.76 -0.26
*
```

SMILES: [H]/N=C(N)/C(N)=C\C=O
HOMO-LUMO gap (eV): 8.70

## R
Formula: C4H7N3O
Source: OMol25
Level of theory: ωB97M-V/def2-TZVPD

```
! RIJCOSX wB97M-V def2-TZVPD def2/J DEFGRID3
* xyz 0 1
C -1.36 1.20 0.54
C -0.57 -0.21 0.09
C 0.89 -0.15 -0.17
C 1.94 -0.84 0.38
H -2.34 0.36 1.42
H -1.89 1.69 -0.70
H -0.62 2.05 1.08
H -0.54 -0.83 1.16
H -1.14 -1.42 -1.56
H -2.36 -1.04 -0.58
H 2.22 -1.82 0.89
N -1.40 -0.69 -1.11
N 2.67 1.01 -0.61
N 1.41 0.97 -0.86
O 3.09 -0.26 0.03
*
```

HOMO-LUMO gap (eV): 10.25

Stability summary: most stable Q, least stable R.